1.
Below is a structure of composition C23H49AlN7O6, with properties calculated with ωB97M-V/def2-TZVPD.

F_max (eV Å⁻¹): 4.39
Frontier orbital gap (eV): 5.9

Geometry as ORCA input:
```
! RIJCOSX wB97M-V def2-TZVPD def2/J DEFGRID3
* xyz -1 1
Al -0.430 -1.157 1.693
C -2.425 -0.814 1.354
C -3.138 0.471 1.887
C -4.651 0.646 1.521
C -5.289 -0.468 0.673
N -4.684 -1.667 0.206
C -3.308 -1.799 0.550
H 0.189 0.037 2.565
H -0.086 -2.610 2.242
H 0.270 -1.055 0.254
H -2.577 1.253 2.515
H -5.244 1.576 1.841
H -6.392 -0.308 0.383
H -2.781 -2.752 0.176
C 2.456 1.137 -0.054
O 1.667 0.227 -0.229
N 2.802 2.075 -0.985
C 3.750 3.131 -0.692
C 2.202 2.011 -2.301
H 2.970 1.277 0.911
H 3.260 4.097 -0.826
H 4.596 3.051 -1.383
H 4.115 3.054 0.328
H 1.116 2.089 -2.205
H 2.445 1.048 -2.760
H 2.574 2.821 -2.930
C -5.609 -1.703 -5.481
O -6.749 -1.325 -5.274
N -4.730 -2.114 -4.529
C -3.388 -2.551 -4.856
C -5.146 -2.117 -3.137
H -5.191 -1.741 -6.501
H -3.258 -3.583 -4.521
H -2.669 -1.908 -4.343
H -3.210 -2.498 -5.932
H -6.016 -2.768 -3.025
H -5.429 -1.102 -2.848
H -4.338 -2.469 -2.496
C 1.810 5.270 1.732
O 2.797 4.682 1.324
N 0.610 4.695 2.018
C -0.516 5.466 2.500
C 0.452 3.261 1.835
H 1.818 6.360 1.906
H -0.815 5.086 3.479
H -1.347 5.359 1.798
H -0.257 6.523 2.589
H 1.175 2.738 2.463
H 0.648 3.011 0.790
H -0.555 2.951 2.103
C 6.294 0.866 0.034
O 6.087 1.991 0.443
N 7.287 0.513 -0.833
C 7.472 -0.853 -1.277
C 8.186 1.539 -1.323
H 5.668 0.014 0.345
H 8.471 -1.191 -0.988
H 7.376 -0.891 -2.366
H 6.728 -1.514 -0.830
H 8.695 2.005 -0.476
H 7.606 2.303 -1.846
H 8.923 1.109 -2.003
C -1.486 2.658 5.214
O -0.917 2.474 4.156
N -0.868 2.843 6.416
C -1.613 3.057 7.639
C 0.581 2.826 6.469
H -2.585 2.688 5.282
H -1.334 4.026 8.062
H -1.366 2.265 8.351
H -2.687 3.046 7.450
H 0.973 3.612 5.818
H 0.941 1.860 6.106
H 0.929 2.987 7.490
C -1.310 -5.991 -3.069
O -1.948 -4.999 -2.784
N -1.833 -7.143 -3.583
C -1.007 -8.289 -3.900
C -3.261 -7.220 -3.819
H -0.218 -6.037 -2.928
H -1.105 -8.518 -4.965
H -1.344 -9.147 -3.311
H 0.042 -8.091 -3.672
H -3.551 -6.434 -4.521
H -3.789 -7.059 -2.876
H -3.529 -8.194 -4.229
*
```

Results of the Löwdin charge analysis, in e, for atoms 1 through 8: Al 0.20; C -0.26; C -0.09; C -0.09; C -0.20; N -0.03; C -0.17; H -0.13



2.
Below is a structure of composition C54H46BCaF2N7P2S4SbSe, with properties calculated with ωB97M-V/def2-TZVPD.

<S²>: 0.76
Relative energy (zero: lowest compared OMol25 entry of this formula, charge and spin) (kcal/mol): 2.9
F_max (eV Å⁻¹): 3.48
Frontier orbital gap (alpha / beta) (eV): 4.9 / 5.7

Geometry as ORCA input:
```
! RIJCOSX wB97M-V def2-TZVPD def2/J DEFGRID3
* xyz -2 2
Ca 0.205 -0.617 0.571
C -1.015 2.511 -3.370
N -2.446 2.574 -3.322
C -3.136 1.517 -2.615
P -2.124 0.082 -1.929
C -3.617 -0.890 -1.480
C -4.582 -0.338 -0.640
C -5.688 -1.073 -0.254
C -5.836 -2.387 -0.662
C -4.857 -2.964 -1.451
C -3.767 -2.220 -1.862
C -1.676 -0.779 -3.487
C -2.606 -1.170 -4.445
C -2.210 -1.926 -5.532
C -0.880 -2.290 -5.675
C 0.059 -1.865 -4.750
C -0.336 -1.114 -3.657
C -3.171 3.648 -3.759
C -4.540 3.773 -3.456
C -5.271 4.873 -3.853
C -4.691 5.900 -4.576
C -3.359 5.773 -4.932
C -2.619 4.673 -4.552
P -0.163 2.369 -1.679
C -0.718 3.905 -0.833
C -1.227 5.043 -1.448
C -1.617 6.133 -0.690
C -1.496 6.108 0.689
C -0.965 4.989 1.311
C -0.584 3.898 0.554
C 1.461 2.980 -2.281
C 2.076 2.308 -3.335
C 3.322 2.698 -3.785
C 3.982 3.755 -3.180
C 3.395 4.406 -2.109
C 2.146 4.018 -1.658
H -0.600 3.373 -3.891
H -0.713 1.606 -3.916
H -3.926 1.108 -3.262
H -3.608 1.935 -1.718
H -4.459 0.663 -0.260
H -6.434 -0.615 0.381
H -6.699 -2.961 -0.351
H -4.932 -4.002 -1.745
H -3.014 -2.694 -2.470
H -3.648 -0.903 -4.325
H -2.944 -2.256 -6.255
H -0.578 -2.911 -6.506
H 1.099 -2.136 -4.867
H 0.385 -0.805 -2.908
H -5.048 3.011 -2.889
H -6.316 4.930 -3.579
H -5.263 6.770 -4.867
H -2.881 6.547 -5.517
H -1.595 4.621 -4.889
H -1.322 5.101 -2.520
H -2.018 7.009 -1.184
H -1.810 6.961 1.274
H -0.862 4.959 2.386
H -0.186 3.015 1.035
H 1.586 1.461 -3.792
H 3.791 2.168 -4.603
H 4.957 4.063 -3.530
H 3.911 5.220 -1.617
H 1.702 4.520 -0.809
S 5.446 0.717 0.996
Sb 3.868 -0.947 0.592
S 2.657 -1.538 2.501
S 2.443 -0.281 -1.149
S 4.534 4.147 4.194
C 3.351 3.156 3.281
C 2.468 2.329 3.956
C 1.656 1.501 3.200
N 1.686 1.480 1.877
C 2.515 2.289 1.245
C 3.372 3.163 1.900
C 5.788 2.862 4.185
C 5.807 1.912 5.194
C 6.819 0.969 5.169
N 7.764 0.932 4.243
C 7.702 1.814 3.262
C 6.735 2.806 3.180
H 2.427 2.315 5.034
H 0.956 0.821 3.668
H 2.508 2.227 0.162
H 4.054 3.787 1.346
H 5.054 1.909 5.968
H 6.882 0.207 5.937
H 8.465 1.728 2.500
H 6.718 3.498 2.354
C -3.565 -3.151 2.843
C -2.619 -2.607 1.987
N -1.531 -1.985 2.424
C -1.364 -1.843 3.721
C -2.247 -2.352 4.684
C -3.368 -3.040 4.208
C -1.925 -2.275 6.095
C -1.419 -1.196 6.730
C -1.413 0.159 6.241
C -0.472 1.096 6.713
C -0.609 2.397 6.291
N -1.619 2.795 5.516
C -2.441 1.835 5.113
N -2.398 0.559 5.415
H -4.441 -3.642 2.442
H -2.718 -2.680 0.913
H -0.459 -1.337 4.035
H -4.080 -3.464 4.906
H -2.044 -3.197 6.656
H -1.023 -1.319 7.734
H 0.330 0.791 7.370
H 0.082 3.176 6.596
H -3.267 2.152 4.489
F -2.373 1.489 0.506
B -1.364 0.898 1.237
F -1.511 1.404 2.486
Se -1.407 -5.080 -1.714
C -0.957 -3.469 -1.210
N -0.721 -2.378 -0.893
*
```

Results of the Löwdin charge analysis, in e, for atoms 1 through 8: Ca 0.76; C -0.30; N -0.15; C -0.30; P 1.04; C -0.35; C -0.10; C -0.10



3.
Below is a structure of composition H2KO, with properties calculated with ωB97M-V/def2-TZVPD.

Relative energy (zero: lowest compared OMol25 entry of this formula, charge and spin) (kcal/mol): 7.3
F_max (eV Å⁻¹): 1.26
Frontier orbital gap (eV): 11.4

Geometry as ORCA input:
```
! RIJCOSX wB97M-V def2-TZVPD def2/J DEFGRID3
* xyz 1 1
O -1.050 2.237 1.711
H -0.633 2.057 2.583
H -1.997 2.004 1.836
K 0.142 -0.293 -0.232
*
```

Calculated atomic charges, method Löwdin, unit e: O -0.10; H 0.06; H 0.06; K 0.97



4.
Below is a structure of composition C20H32N5O2PPdS3, with properties calculated with ωB97M-V/def2-TZVPD.

Relative energy (zero: lowest compared OMol25 entry of this formula, charge and spin) (kcal/mol): 0.0
F_max (eV Å⁻¹): 0.25
Frontier orbital gap (eV): 5.4

Geometry as ORCA input:
```
! RIJCOSX wB97M-V def2-TZVPD def2/J DEFGRID3
* xyz -2 1
Pd -2.278 1.982 -1.843
S -3.792 2.239 -0.033
C -4.181 0.570 0.381
S -3.787 -0.039 1.919
C -4.825 -0.254 -0.566
C -5.265 0.189 -1.844
N -5.693 0.485 -2.877
C -5.150 -1.608 -0.281
N -5.436 -2.718 -0.116
O 2.389 -0.264 -0.371
P 1.410 -0.364 0.741
N 0.150 -1.363 0.429
C -0.437 -1.421 -0.923
C -1.728 -2.229 -0.738
C -1.538 -2.974 0.582
C -0.770 -1.958 1.415
N 2.025 -1.045 2.150
C 2.661 -2.353 2.095
C 3.056 -2.575 3.550
C 3.538 -1.184 3.987
C 2.803 -0.195 3.054
N 0.877 1.112 1.217
C -0.415 1.326 1.901
C -0.513 2.845 2.037
C 0.343 3.354 0.876
C 1.514 2.377 0.866
H 0.275 -1.897 -1.604
H -0.702 -0.434 -1.321
H -1.938 -2.884 -1.583
H -2.567 -1.540 -0.633
H -0.934 -3.878 0.442
H -2.491 -3.242 1.037
H -0.211 -2.403 2.239
H -1.467 -1.219 1.820
H 3.549 -2.350 1.445
H 1.966 -3.100 1.710
H 3.817 -3.347 3.675
H 2.172 -2.869 4.119
H 4.617 -1.098 3.848
H 3.327 -0.985 5.038
H 3.527 0.425 2.511
H 2.134 0.478 3.592
H -0.444 0.821 2.871
H -1.248 0.951 1.302
H -0.093 3.177 2.992
H -1.554 3.159 1.970
H 0.661 4.392 0.993
H -0.229 3.257 -0.052
H 2.263 2.667 1.622
H 2.023 2.293 -0.093
O -0.715 2.932 -4.508
S -0.787 1.924 -3.404
C -0.522 0.344 -4.256
C 0.908 0.374 -4.813
C 1.750 1.381 -3.989
C 0.913 1.815 -2.792
H -1.299 0.259 -5.012
H -0.665 -0.442 -3.514
H 0.893 0.675 -5.860
H 1.340 -0.627 -4.765
H 1.978 2.251 -4.604
H 2.690 0.942 -3.652
H 1.179 2.788 -2.383
H 0.927 1.074 -1.992
*
```

Results of the Löwdin charge analysis, in e, for atoms 1 through 8: Pd 0.05; S 0.36; C -1.23; S 0.45; C -0.46; C -0.32; N 0.10; C -0.33



Which value of F_max does entry 4 give? 0.25 eV Å⁻¹